84
Properties=species:S:1:pos:R:3:forces:R:3:lowdin_charge:R:1 method="wB97M-V/def2-TZVPD" e_lumo_ev=-1.74 smiles="O=C(F)N(C(=O)F)c1nnc(OB(O)O)nn1.C[C@@H]1COC(=O)O1.C[C@@H]1COC(=O)O1.C[C@@H]1COC(=O)O1.C[C@@H]1COC(=O)O1.C[C@@H]1COC(=O)O1" gap_ev=8.78 e_tot_ev=-79921.5525
O 3.124 0.202 2.385 0.04 -0.02 0.51 0.228
C 2.293 1.017 2.537 0.68 -0.79 -1.20 -0.488
F 2.104 1.705 3.641 -0.02 0.42 0.29 0.186
N 1.396 1.382 1.466 -0.89 0.54 1.10 0.141
C 1.175 2.790 1.423 0.50 0.18 -0.69 -0.486
O 1.855 3.578 0.870 0.01 -0.11 0.28 0.211
F 0.074 3.142 2.076 -0.45 0.17 0.08 0.160
C 0.153 0.669 1.561 0.73 -0.07 -0.51 -0.337
N -0.190 0.158 2.713 -0.47 -0.34 0.53 0.180
N -1.342 -0.477 2.758 0.57 0.05 0.47 0.198
C -2.015 -0.566 1.630 -0.36 -0.47 -0.36 -0.383
O -3.179 -1.231 1.675 0.20 0.09 0.31 0.218
B -4.251 -0.488 2.158 -0.35 0.16 0.00 -0.784
O -5.245 -1.125 2.826 0.31 -0.67 0.17 0.217
O -4.266 0.874 1.957 0.24 0.01 -0.05 0.189
N -1.636 -0.089 0.455 0.34 0.48 -0.45 0.193
N -0.511 0.577 0.426 -0.52 -0.28 -0.45 0.178
H -5.349 -0.781 3.716 -0.49 0.19 0.00 0.119
H -4.733 1.099 1.147 -0.03 0.36 -0.02 0.127
C 3.475 -2.987 1.838 -0.14 0.17 0.26 -0.016
C 2.444 -4.070 1.626 0.24 0.09 -0.11 -0.308
C 2.718 -5.028 0.486 -0.10 -0.01 -0.04 -0.084
O 1.391 -5.395 0.067 0.15 -0.03 -0.04 0.066
C 0.559 -4.384 0.396 0.19 0.00 0.09 -0.577
O -0.566 -4.280 0.022 -0.21 0.05 -0.13 0.147
O 1.179 -3.504 1.206 -0.01 0.01 0.16 0.074
H 4.490 -3.353 1.678 -0.04 -0.12 -0.07 0.093
H 3.287 -2.151 1.167 0.07 -0.06 -0.14 0.085
H 3.411 -2.612 2.858 0.02 0.11 -0.04 0.056
H 2.266 -4.618 2.554 -0.09 -0.04 -0.03 0.157
H 3.275 -5.910 0.790 -0.13 -0.10 -0.02 0.137
H 3.227 -4.547 -0.352 0.00 0.07 0.02 0.141
C -1.794 -3.011 5.882 0.06 -0.24 -0.15 -0.014
C -0.332 -3.009 6.268 -0.14 0.13 -0.04 -0.312
C 0.075 -1.914 7.232 0.11 -0.02 0.01 -0.091
O 1.451 -1.700 6.890 -0.15 0.14 0.12 0.068
C 1.626 -2.063 5.601 -0.07 -0.22 0.09 -0.560
O 2.616 -1.861 4.976 -0.04 0.04 -0.11 0.157
O 0.530 -2.713 5.141 -0.03 -0.10 0.09 0.074
H -2.418 -2.753 6.739 0.04 0.01 0.04 0.089
H -1.974 -2.302 5.082 0.00 0.26 -0.08 0.074
H -2.104 -3.993 5.528 0.00 0.01 -0.03 0.086
H -0.040 -3.989 6.652 0.11 0.03 0.03 0.156
H -0.007 -2.208 8.275 0.13 0.00 0.02 0.138
H -0.480 -0.987 7.070 -0.03 -0.02 -0.07 0.140
C -1.717 -3.726 -3.592 -0.01 -0.10 -0.25 -0.007
C -1.510 -2.308 -4.076 -0.08 -0.16 0.16 -0.309
C -1.762 -1.235 -3.039 0.07 0.06 0.02 -0.092
O -2.192 -0.124 -3.844 0.00 -0.08 0.13 0.049
C -2.735 -0.621 -4.980 0.16 -0.13 0.08 -0.591
O -3.340 0.022 -5.774 -0.11 0.14 -0.15 0.158
O -2.475 -1.941 -5.092 0.14 -0.05 0.00 0.082
H -1.361 -3.842 -2.568 0.00 0.03 0.06 0.074
H -2.772 -3.992 -3.640 -0.05 0.09 0.14 0.094
H -1.171 -4.433 -4.214 -0.02 -0.01 -0.03 0.085
H -0.515 -2.194 -4.511 0.00 0.10 0.00 0.148
H -0.870 -0.973 -2.476 0.00 0.16 -0.05 0.131
H -2.563 -1.497 -2.345 -0.01 -0.07 -0.03 0.136
C 0.961 8.480 -0.222 -0.11 0.23 0.09 -0.019
C -0.221 7.639 0.208 0.17 0.04 -0.16 -0.319
C -0.242 6.233 -0.353 -0.07 -0.07 0.06 -0.092
O -1.647 5.950 -0.417 0.15 -0.04 -0.03 0.062
C -2.306 7.129 -0.533 0.21 0.01 0.05 -0.568
O -3.456 7.237 -0.794 -0.23 0.02 -0.04 0.171
O -1.461 8.164 -0.308 0.05 0.01 0.12 0.080
H 1.867 7.876 -0.267 -0.01 -0.05 0.00 0.088
H 0.775 8.922 -1.200 0.02 -0.13 -0.10 0.093
H 1.137 9.296 0.477 -0.01 0.02 -0.01 0.082
H -0.300 7.620 1.298 -0.05 -0.07 0.01 0.157
H 0.263 5.513 0.284 -0.11 -0.08 0.02 0.113
H 0.175 6.179 -1.361 0.01 0.08 -0.01 0.143
C 0.418 1.398 -5.977 -0.05 0.11 0.28 -0.001
C 1.784 0.753 -5.950 -0.23 0.03 -0.12 -0.314
C 2.125 -0.084 -7.165 0.08 -0.06 0.02 -0.090
O 3.008 -1.076 -6.618 -0.08 0.04 -0.10 0.064
C 2.712 -1.221 -5.305 -0.10 0.20 -0.13 -0.575
O 3.119 -2.089 -4.610 0.08 -0.19 0.16 0.163
O 1.874 -0.236 -4.901 0.05 0.09 0.02 0.072
H 0.161 1.748 -6.976 0.06 -0.04 -0.05 0.095
H -0.342 0.695 -5.644 -0.02 -0.08 -0.13 0.074
H 0.377 2.254 -5.306 -0.02 -0.01 0.03 0.089
H 2.561 1.498 -5.767 0.07 -0.05 0.00 0.156
H 2.628 0.478 -7.947 0.13 -0.07 0.02 0.137
H 1.250 -0.587 -7.584 -0.05 0.03 0.05 0.141

***

7
Properties=species:S:1:pos:R:3:forces:R:3:lowdin_charge:R:1 method="wB97M-V/def2-TZVPD" e_lumo_ev="-0.77 / -0.90" gap_ev="8.52 / 8.48" e_tot_ev=-17150.1129
C -0.545 0.582 0.044 2.95 0.71 -2.09 0.144
C 0.732 0.324 -0.373 -0.35 1.80 1.49 -0.229
C 0.287 2.320 -0.995 0.46 -2.81 1.26 -0.635
N 1.269 1.511 -0.936 -0.43 1.13 -1.06 -0.081
Cl 0.362 3.896 -1.591 -0.48 -0.01 0.14 0.673
H -1.376 0.092 0.489 -0.56 -0.12 0.27 0.020
H 1.614 -0.313 -0.139 -1.59 -0.69 0.00 0.108

***

25
Properties=species:S:1:pos:R:3:forces:R:3:lowdin_charge:R:1 method="wB97M-V/def2-TZVPD" e_lumo_ev=1.07 smiles=CCN[C@@H](C)C(C)C gap_ev=9.51 e_tot_ev=-9023.2025
C -0.582 -0.383 3.452 0.84 -2.50 -0.97 -0.083
C -0.878 -0.817 1.946 0.66 0.13 -0.16 -0.275
N -0.056 0.014 1.054 -0.77 1.06 -0.65 -0.099
C -0.067 -0.443 -0.411 -0.67 1.43 0.94 -0.341
C -1.401 -0.641 -1.228 0.53 0.67 0.45 -0.057
C 0.935 0.543 -1.053 3.76 -1.33 2.14 -0.447
C 1.649 -0.244 -2.195 -1.29 1.42 -1.44 -0.076
C 0.533 1.902 -1.491 -2.07 1.15 -1.35 -0.111
H -1.167 0.424 3.744 -1.42 1.37 0.48 0.026
H -0.665 -1.199 4.222 -0.30 0.61 -0.94 0.077
H 0.444 -0.031 3.553 0.17 -0.15 -0.41 0.060
H -0.544 -1.868 1.669 -0.44 0.97 0.87 0.119
H -1.938 -0.733 1.607 0.30 -0.20 0.95 0.097
H -0.170 1.090 1.225 -0.07 -2.80 -0.80 0.152
H 0.247 -1.510 -0.395 0.83 0.84 0.19 0.134
H -1.179 -1.059 -2.223 0.08 -0.40 0.56 0.068
H -2.035 -1.298 -0.639 -0.21 -0.19 -0.32 0.060
H -1.959 0.249 -1.491 -0.11 0.52 0.45 0.063
H 1.673 0.760 -0.176 -0.83 -0.86 -1.49 0.146
H 0.755 -0.659 -2.764 1.56 -0.37 0.47 0.083
H 2.168 0.360 -2.971 -0.46 0.34 0.61 0.076
H 2.448 -0.903 -1.905 -0.38 -0.92 0.49 0.064
H 0.102 1.663 -2.501 0.02 1.22 0.49 0.086
H -0.249 2.435 -0.877 0.50 -0.88 -0.45 0.087
H 1.332 2.679 -1.578 -0.23 -1.13 -0.12 0.090

***

90
Properties=species:S:1:pos:R:3:forces:R:3:lowdin_charge:R:1 method="wB97M-V/def2-TZVPD" e_lumo_ev="-13.64 / -15.36" charge=+4 gap_ev="4.83 / 3.09" multiplicity=4 e_tot_ev=-134492.0446
C 0.769 -3.940 -1.376 0.10 0.28 -1.03 0.039
C 1.168 -2.651 -1.750 -0.31 0.07 -0.12 -0.194
C 1.388 -2.349 -3.103 -0.41 -1.00 0.30 0.037
C 1.060 -3.338 -4.047 0.27 0.07 -1.52 0.017
N 0.595 -4.529 -3.686 1.06 2.62 2.78 0.330
C 0.481 -4.856 -2.403 -0.33 -1.47 0.18 0.015
C 1.198 -1.585 -0.749 1.06 -0.08 0.39 -0.234
C 1.940 -0.911 0.150 1.16 -0.91 -0.09 -0.236
C 3.217 -0.690 0.787 -1.18 0.19 -0.15 -0.245
C 3.280 0.376 1.701 0.38 0.54 0.67 -0.056
C 4.470 0.707 2.339 -0.83 -0.28 -0.50 -0.079
C 5.602 -0.070 2.051 0.79 0.44 0.51 -0.617
C 5.560 -1.138 1.145 -0.40 -0.10 -0.17 -0.056
C 4.364 -1.450 0.512 0.29 0.00 0.03 0.020
Re 0.096 -0.184 0.079 -0.73 0.80 1.15 1.011
P -1.874 -0.877 -0.989 -2.40 -1.65 -1.98 0.867
H 1.783 -1.379 -3.412 -0.21 -0.43 -0.20 0.147
H 0.670 -4.210 -0.323 -0.10 -0.24 -0.45 0.152
H 1.190 -3.126 -5.108 -0.04 -0.16 -0.02 0.172
H 0.155 -5.862 -2.143 -0.01 -0.05 -0.17 0.172
H 4.291 -2.271 -0.196 0.22 0.05 0.10 0.132
H 2.366 0.954 1.922 0.61 -0.31 -0.13 0.060
H 6.455 -1.712 0.945 -0.02 0.02 0.03 0.129
H 4.505 1.542 3.034 0.17 -0.23 -0.09 0.120
C -3.370 0.134 -0.578 0.29 0.45 0.64 -0.369
C -4.520 0.183 -1.586 -0.20 -0.14 -0.33 -0.090
H -3.008 1.159 -0.404 -0.24 -0.18 -0.05 0.054
H -3.723 -0.246 0.394 0.10 0.12 -0.16 0.093
H -5.294 0.849 -1.182 0.22 -0.12 -0.07 0.110
H -4.207 0.597 -2.554 -0.11 -0.13 0.26 0.088
H -4.992 -0.796 -1.742 0.21 0.37 0.01 0.075
C -1.713 -0.758 -2.827 0.43 0.17 0.00 -0.357
C -2.570 -1.721 -3.649 -0.16 -0.07 -0.30 -0.104
H -0.647 -0.925 -3.053 -0.35 0.14 0.00 0.047
H -1.927 0.287 -3.095 0.02 -0.29 0.08 0.078
H -2.360 -1.554 -4.714 -0.05 -0.02 0.24 0.103
H -2.334 -2.774 -3.436 -0.15 0.28 0.00 0.075
H -3.646 -1.549 -3.507 0.42 -0.13 -0.05 0.076
C -2.356 -2.620 -0.615 0.32 -0.02 0.22 -0.355
C -3.824 -3.000 -0.827 -0.27 -0.18 -0.12 -0.100
H -2.077 -2.795 0.435 -0.14 -0.01 -0.22 0.066
H -1.692 -3.258 -1.216 -0.20 0.18 0.13 0.060
H -3.952 -4.058 -0.563 0.03 0.24 0.02 0.104
H -4.501 -2.420 -0.188 0.20 -0.17 -0.17 0.087
H -4.141 -2.899 -1.872 0.10 0.00 0.39 0.070
Br 7.218 0.384 2.932 -0.70 -0.33 -0.48 0.907
P 0.664 1.866 -0.747 1.29 3.05 -1.25 0.870
C -0.548 2.510 -1.977 -0.28 -0.55 -0.07 -0.359
C -0.551 4.024 -2.175 0.03 0.40 -0.09 -0.097
H -1.544 2.166 -1.649 0.24 0.18 -0.12 0.059
H -0.334 1.987 -2.922 -0.03 0.09 0.20 0.090
H -1.316 4.276 -2.917 0.07 -0.09 0.14 0.108
H -0.805 4.560 -1.253 0.08 -0.11 -0.26 0.087
H 0.402 4.398 -2.570 -0.33 -0.12 0.21 0.074
C 0.754 3.150 0.586 -0.39 -0.44 0.52 -0.355
C 1.686 4.328 0.312 0.24 0.33 -0.14 -0.094
H 1.055 2.630 1.512 -0.02 0.23 -0.27 0.043
H -0.278 3.495 0.753 0.19 -0.06 -0.07 0.092
H 1.672 4.992 1.185 -0.01 -0.18 -0.12 0.107
H 2.726 4.008 0.164 -0.29 0.11 0.02 0.087
H 1.359 4.930 -0.546 0.18 -0.25 0.29 0.076
C 2.326 1.837 -1.559 0.12 -0.49 0.08 -0.340
C 2.578 2.898 -2.632 0.05 0.23 -0.10 -0.100
H 2.435 0.830 -1.989 0.00 0.27 0.07 0.071
H 3.069 1.901 -0.749 -0.22 -0.03 -0.16 0.090
H 3.571 2.726 -3.059 -0.16 -0.03 0.07 0.105
H 1.853 2.831 -3.452 0.18 0.08 0.18 0.083
H 2.585 3.916 -2.225 -0.07 -0.34 -0.17 0.077
C 0.819 1.898 4.388 0.02 0.17 -0.03 -0.098
C 0.344 0.487 4.046 1.07 0.09 0.27 -0.345
P -0.224 0.020 2.360 0.08 -0.32 2.70 0.886
C -0.294 -1.834 2.631 -0.49 -0.06 -0.03 -0.358
C -1.200 -2.306 3.773 -0.20 -0.22 0.11 -0.096
C -1.690 1.178 2.298 -0.02 -0.29 -0.81 -0.355
C -2.824 0.859 3.269 -0.50 -0.13 0.20 -0.086
H 1.762 2.161 3.894 -0.20 -0.02 0.05 0.068
H 1.010 1.912 5.471 -0.06 0.09 -0.33 0.111
H 0.064 2.671 4.181 0.26 -0.21 0.07 0.084
H 1.119 -0.243 4.321 -0.17 0.13 -0.02 0.107
H -0.534 0.274 4.676 0.11 -0.20 -0.42 0.094
H -0.544 -2.362 1.693 0.05 0.21 0.29 0.036
H 0.750 -2.100 2.875 -0.16 0.34 -0.26 0.106
H -2.240 -1.996 3.633 0.21 -0.13 0.08 0.071
H -1.179 -3.404 3.806 0.00 0.29 0.05 0.104
H -0.843 -1.940 4.743 -0.14 -0.12 -0.25 0.090
H -1.283 2.177 2.517 0.20 -0.39 -0.13 0.083
H -2.081 1.220 1.271 -0.05 0.11 0.14 0.024
H -2.525 1.021 4.314 -0.09 -0.10 -0.34 0.097
H -3.663 1.541 3.061 0.28 -0.18 0.09 0.110
H -3.194 -0.166 3.156 0.03 0.27 0.07 0.071